[1]
18
Properties=species:S:1:pos:R:3:nbo_charge:R:1 method="wB97M-V/def2-TZVPD" de_lowest_ev=1.7157 molar_mass_g_mol=96.1 e_homo_ev=-10.1 lumo_ev=0.68 energy_ha=-347.145521 homo_lumo_gap_ev=10.813
C -13.641 -8.989 15.477 -0.253
O -14.434 -9.716 14.555 -0.722
H -12.572 -9.190 15.545 0.166
H -13.672 -7.933 15.206 0.178
H -14.098 -9.091 16.462 0.163
H -14.444 -10.644 14.803 0.468
C -17.947 -6.222 15.068 -0.243
O -18.126 -7.497 14.523 -0.716
H -17.346 -5.649 14.362 0.156
H -18.883 -5.714 15.300 0.183
H -17.362 -6.242 15.988 0.152
H -17.243 -7.867 14.447 0.467
C -15.816 -1.732 10.660 -0.238
O -16.038 -1.089 11.875 -0.725
H -16.729 -1.741 10.064 0.183
H -15.084 -1.173 10.077 0.155
H -15.430 -2.739 10.815 0.159
H -15.262 -1.089 12.439 0.467

=====

[2]
37
Properties=species:S:1:pos:R:3:nbo_charge:R:1 method="wB97M-V/def2-TZVPD" de_lowest_ev=5.1431 total_charge=+1 molar_mass_g_mol=299.7 e_homo_ev=-11.2 lumo_ev=-6.53 energy_ha=-2715.709512 homo_lumo_gap_ev=4.662
C -2.310 1.523 -2.708 -0.696
C -2.097 0.003 -2.128 -0.461
C -0.929 -0.867 -2.885 -0.361
C 0.499 -0.076 -3.067 -0.254
N 0.997 0.637 -1.829 -0.470
N 1.156 -0.211 -0.744 -0.503
C 2.551 0.035 -0.133 -0.277
C 2.423 0.987 1.236 -0.008
S 0.961 2.181 1.159 -0.117
O 2.521 0.224 2.488 -0.530
C 1.353 -0.634 2.725 -0.097
C 0.241 -0.030 3.771 -0.831
B -0.739 -1.314 4.205 1.192
O -1.615 -1.152 5.402 -0.929
O -0.753 -2.622 3.487 -0.942
H -1.494 1.886 -3.463 0.224
H -2.373 2.266 -1.778 0.276
H -3.356 1.622 -3.271 0.211
H -3.114 -0.589 -2.296 0.195
H -1.932 0.021 -0.952 0.275
H -0.825 -1.898 -2.299 0.263
H -1.328 -1.125 -3.965 -0.007
H 1.288 -0.819 -3.545 0.230
H 0.332 0.771 -3.892 0.208
H 0.329 1.428 -1.583 0.363
H 1.101 -1.221 -1.003 0.355
H 3.249 0.524 -0.939 0.224
H 2.937 -1.009 0.261 0.224
H 3.394 1.681 1.198 0.223
H 1.297 3.054 0.075 0.152
H 1.772 -1.630 3.233 0.210
H 0.781 -0.982 1.766 0.196
H 0.729 0.372 4.756 0.265
H -0.478 0.739 3.236 0.240
H -2.160 -0.303 5.261 0.495
H -1.706 -2.735 3.145 0.498
Cu -2.705 -0.736 -4.925 0.966

=====

[3]
9
Properties=species:S:1:pos:R:3:nbo_charge:R:1 method="wB97M-V/def2-TZVPD" de_lowest_ev=1.0864 molar_mass_g_mol=72.0 e_homo_ev=-9.1 lumo_ev=0.53 energy_ha=-458.541569 homo_lumo_gap_ev=9.584
C -0.719 1.043 0.050 -0.571
C 0.624 0.349 -0.121 -0.500
C -0.056 -0.972 0.000 -0.651
P -1.807 -0.163 -0.131 0.632
H -0.983 2.051 0.184 0.206
H 1.394 0.396 -0.974 0.239
H 1.248 0.641 0.774 0.209
H 0.216 -1.945 -0.895 0.205
H 0.083 -1.402 1.114 0.231

=====

[4]
44
Properties=species:S:1:pos:R:3:nbo_charge:R:1 method="wB97M-V/def2-TZVPD" de_lowest_ev=0.8727 molar_mass_g_mol=370.2 e_homo_ev=-7.7 lumo_ev=0.14 energy_ha=-2279.196477 homo_lumo_gap_ev=7.796
Ti 0.159 0.359 -0.946 1.388
O 3.338 -1.644 1.072 -0.644
C 2.505 -1.164 0.164 0.810
O 2.040 -0.044 0.227 -0.578
C 2.169 -2.136 -0.942 -0.180
O 1.584 -1.443 -2.013 -0.517
C 2.515 -0.835 -2.914 -0.193
C 2.175 0.637 -3.146 0.778
O 2.808 1.254 -3.967 -0.596
O 1.240 1.108 -2.373 -0.743
H 3.444 -0.975 1.768 0.512
H 1.432 -2.833 -0.542 0.254
H 3.060 -2.693 -1.237 0.217
H 2.490 -1.362 -3.867 0.219
H 3.532 -0.881 -2.518 0.199
S -1.536 1.800 -0.897 -0.365
C -0.104 1.778 0.504 0.093
N 0.682 2.934 0.504 -0.638
C 0.153 4.074 1.254 -0.217
C -0.192 3.633 2.665 -0.416
C -1.142 2.449 2.599 -0.218
N -0.537 1.403 1.778 -0.643
H 0.931 3.197 -0.440 0.392
H -0.748 4.469 0.762 0.181
H 0.908 4.860 1.263 0.204
H -0.653 4.458 3.211 0.213
H 0.718 3.338 3.192 0.208
H -2.103 2.769 2.171 0.180
H -1.330 2.043 3.593 0.200
H -1.106 0.571 1.728 0.390
C -2.429 -1.943 -1.556 -0.634
C -1.720 -1.994 -0.207 0.265
C -2.631 -1.473 0.897 -0.636
C -1.262 -3.415 0.102 -0.619
O -0.565 -1.166 -0.266 -0.792
H -1.749 -2.265 -2.347 0.209
H -2.755 -0.923 -1.766 0.231
H -3.302 -2.598 -1.560 0.212
H -3.552 -2.056 0.949 0.214
H -2.891 -0.431 0.698 0.230
H -2.130 -1.543 1.866 0.203
H -2.117 -4.081 0.227 0.215
H -0.676 -3.432 1.023 0.208
H -0.652 -3.805 -0.716 0.202

=====

[5]
22
Properties=species:S:1:pos:R:3:nbo_charge:R:1 method="wB97M-V/def2-TZVPD" de_lowest_ev=7.3360 molar_mass_g_mol=146.2 e_homo_ev=-9.6 lumo_ev=-5.62 energy_ha=-821.573946 homo_lumo_gap_ev=4.000
C 0.201 -0.889 0.662 -0.056
O 0.241 -1.176 -0.721 -0.693
C -0.695 0.313 0.966 -0.425
C -0.162 1.581 0.290 -0.647
S 1.414 2.041 0.967 0.403
H -0.158 -1.757 1.216 0.232
H 1.232 -0.630 1.010 0.197
H -0.806 -1.301 -1.078 0.497
H -1.710 0.071 0.714 0.280
H -0.713 0.449 2.066 0.223
H -0.887 2.395 0.421 0.316
H -0.062 1.342 -0.809 0.272
H 4.465 3.112 -1.444 0.014
H 4.008 2.839 -1.013 -0.016
H -2.481 -1.644 -1.959 0.474
O -2.132 -1.331 -1.096 -1.021
H 2.379 1.011 -0.613 0.430
H 1.782 -0.298 -1.307 0.497
O 2.562 0.340 -1.371 -0.917
H -2.541 -1.847 0.253 0.510
H -3.358 -2.619 1.540 0.470
O -2.581 -2.001 1.307 -1.041

=====

[6]
12
Properties=species:S:1:pos:R:3:nbo_charge:R:1 method="wB97M-V/def2-TZVPD" de_lowest_ev=5.9906 molar_mass_g_mol=82.1 e_homo_ev=-8.6 lumo_ev=-0.08 energy_ha=-269.126091 homo_lumo_gap_ev=8.551
C -0.853 0.376 0.060 -0.721
C -0.940 -1.187 -0.215 -0.426
C 0.526 -1.622 -0.137 -0.042
C 0.793 -0.318 0.022 -0.217
C 1.780 0.693 0.152 0.369
O 1.358 1.860 0.212 -0.554
H -1.292 0.607 1.034 0.242
H 0.105 1.284 0.095 0.427
H -1.405 0.922 -0.714 0.252
H -1.342 -1.395 -1.211 0.231
H -1.580 -1.695 0.512 0.229
H 2.850 0.474 0.192 0.211

=====

Repeat the third record exactly.
9
Properties=species:S:1:pos:R:3:nbo_charge:R:1 method="wB97M-V/def2-TZVPD" de_lowest_ev=1.0864 molar_mass_g_mol=72.0 e_homo_ev=-9.1 lumo_ev=0.53 energy_ha=-458.541569 homo_lumo_gap_ev=9.584
C -0.719 1.043 0.050 -0.571
C 0.624 0.349 -0.121 -0.500
C -0.056 -0.972 0.000 -0.651
P -1.807 -0.163 -0.131 0.632
H -0.983 2.051 0.184 0.206
H 1.394 0.396 -0.974 0.239
H 1.248 0.641 0.774 0.209
H 0.216 -1.945 -0.895 0.205
H 0.083 -1.402 1.114 0.231